# 1
Here is C26H32DyNO6 as an isolated structure at a distorted geometry from the Open Molecules 2025 dataset. Energies are from wB97M-V/def2-TZVPD.

```
66
Properties=species:S:1:pos:R:3:mulliken_spin:R:1
O 1.2875 -1.1832 -2.2561 0.04
C 1.1488 -2.6206 -1.7049 0.01
C 1.2859 -3.2629 -3.0687 0.00
H 0.1682 -2.7090 -1.2167 0.00
H 1.9973 -2.8349 -1.0395 0.00
C 1.6482 -1.8667 -3.5751 0.00
H 0.3383 -3.6095 -3.4909 0.00
H 2.1047 -3.9798 -3.1753 0.00
C 0.8177 -1.4607 -4.7695 0.00
H -0.2498 -1.6152 -4.5797 0.00
H 1.1224 -2.1210 -5.5945 0.00
H 0.9944 -0.4252 -5.0738 0.00
C 3.1345 -1.7531 -3.8776 0.00
H 3.7297 -2.2563 -3.1037 0.00
H 3.4671 -0.7076 -3.9553 0.00
H 3.3151 -2.2544 -4.8447 0.00
Dy 1.1707 0.5080 -0.8501 4.94
C 3.3826 1.5422 0.6602 0.00
C 2.5495 0.9702 1.6586 -0.01
C 2.3932 -0.4222 1.3789 0.00
H 2.1980 1.4767 2.5572 0.00
C 3.1846 -0.7195 0.2137 0.00
C 3.7715 0.5132 -0.2382 0.00
H 4.5026 0.5955 -1.0386 0.00
H 3.7441 2.5709 0.6570 0.00
H 1.8642 -1.1565 1.9937 0.00
H 3.4543 -1.7231 -0.1297 0.00
C 0.8249 3.2845 -1.7722 -0.01
C 1.9929 2.7350 -2.3696 0.00
C 1.6092 1.6106 -3.1601 0.00
H 2.9970 3.1554 -2.3177 0.00
C 0.1786 1.4489 -3.0291 0.00
C -0.2880 2.4720 -2.1385 0.00
H -1.3361 2.6592 -1.8923 0.00
H 0.7693 4.2275 -1.2234 0.00
H 2.2417 1.1087 -3.8924 0.00
H -0.4563 0.7665 -3.5979 0.00
O -2.3484 -1.4388 2.1230 0.00
C -1.5937 -1.7614 0.9350 0.00
C -2.0885 -3.0875 0.3507 0.00
H -0.5278 -1.8234 1.2385 0.01
H -1.7275 -0.9048 0.2522 -0.01
C -2.9104 -3.7204 1.5052 0.00
H -1.2509 -3.7097 0.0319 0.00
H -2.7193 -2.8988 -0.5252 0.00
C -3.1395 -2.5711 2.5259 0.00
H -2.3083 -4.4837 2.0073 0.00
H -3.8604 -4.1507 1.1800 0.00
H -2.8051 -2.8657 3.5412 0.00
H -4.2068 -2.2684 2.5768 0.00
O 0.6877 2.9632 1.3087 0.00
C -0.2790 2.2003 1.3862 0.02
O -0.3953 1.1225 0.6297 0.02
C -1.3498 2.4772 2.4167 0.00
C -2.3523 1.5297 2.7061 0.00
C -3.2345 1.7064 3.7764 0.00
C -3.1339 2.8539 4.5909 0.00
C -2.1988 3.8501 4.2450 0.00
C -1.3413 3.6894 3.1582 0.00
N -3.9853 3.0749 5.7151 0.00
O -4.8437 2.2285 6.0509 0.00
O -3.8451 4.1566 6.3380 0.00
H -2.4394 0.6269 2.0968 0.00
H -4.0157 0.9797 3.9869 0.00
H -2.1806 4.7610 4.8248 0.00
H -0.6648 4.5007 2.8830 0.00
```

For the HOMO energy (alpha / beta), the calculation gives -7.958 / -8.015 eV. As for the calculated total energy: -65336.838 eV. Its total charge is 0. For the orbital gap (alpha / beta), the calculation gives 0.2729 / 0.2750 Ha. The spin multiplicity is 6. The expectation value of S² is 9.3531.



# 2
Here is one molecule with the formula C8H11N3 at a distorted geometry from the Open Molecules 2025 dataset. Energies are from wB97M-V/def2-TZVPD.

```
22
Properties=species:S:1:pos:R:3:nbo_charge:R:1
C -3.2129 -1.1939 0.1730 -0.42
N -2.3258 -0.0602 -0.2074 -0.21
C -2.8253 1.3125 0.0919 -0.45
N -1.0669 -0.4292 -0.1512 0.01
N -0.2788 0.5148 -0.5287 -0.30
C 0.9883 0.1585 -0.2948 0.12
C 1.9028 1.2962 -0.2011 -0.20
C 3.2168 1.0819 0.1063 -0.23
C 3.7302 -0.1994 0.2731 -0.23
C 2.9231 -1.3526 -0.0717 -0.20
C 1.5493 -1.1777 -0.3185 -0.25
H -4.1074 -1.3015 -0.5406 0.21
H -2.5834 -2.0429 0.1016 0.22
H -3.3855 -0.9228 1.2640 0.19
H -3.9120 1.3608 0.1488 0.22
H -2.4200 1.5628 1.0859 0.21
H -2.4799 2.0806 -0.6606 0.23
H 1.4974 2.3056 -0.4249 0.22
H 3.9392 1.7913 0.3134 0.21
H 4.7609 -0.3838 0.4512 0.21
H 3.2608 -2.4693 -0.1954 0.22
H 0.8294 -1.9316 -0.4142 0.22
```

For the HOMO energy, the calculation gives -7.590 eV. As for the relative energy (zero: lowest compared OMol25 entry of this formula, charge and spin): 2.5638 eV. As for the calculated total energy: -12941.511 eV. Its total charge is 0. For the orbital gap, the calculation gives 0.2956 Ha.



Which of these has the highest calculated total energy?
C8H11N3



Which formula does entry 1 have?
C26H32DyNO6